# C24H10Cl60F3N2O

A structure of composition C24H10Cl60F3N2O (wB97M-V/def2-TZVPD, the OMol25 dataset).

Output
* LUMO energy: -5.43 eV
* gap between HOMO and LUMO: 6.838 eV
* E: -29015.5060 a.u.
* charge: +1
* multiplicity: 1

Structure (XYZ):
```
100
Properties=species:S:1:pos:R:3:forces:R:3:lowdin_charge:R:1
N 4.4099 -0.7366 5.7087 -1.578 -1.832 -2.652 0.098
C 4.3785 -2.0183 4.9061 -2.203 -4.405 3.303 -0.332
O 3.9869 -3.1431 5.5602 2.041 6.795 -3.973 -0.125
C 4.7182 -2.1870 3.3113 -0.151 -0.276 0.162 -0.129
C 3.4873 -1.6806 2.3076 -0.204 1.516 0.546 -0.173
C 2.0726 -1.4093 3.1362 -2.442 1.719 0.932 -0.057
C 1.1938 -2.6237 3.8699 -1.277 4.670 0.297 0.098
C -0.1679 -2.1714 4.6641 3.390 2.055 -2.052 0.026
C -0.5685 -0.5817 4.6887 2.563 -2.542 -0.116 -0.111
N 0.2918 0.4664 3.9880 1.032 -1.526 0.199 -0.103
C -0.1115 1.9559 4.0037 0.680 2.286 0.551 -0.227
F 0.1477 2.5662 2.6467 -1.315 -2.421 5.226 -0.046
F 0.8396 2.6532 4.9424 -3.535 -2.309 -3.271 0.034
F -1.4994 2.1786 4.4734 5.447 -0.641 -1.723 0.011
C 1.5604 0.1498 3.2031 -0.473 -4.641 1.262 0.105
H 4.4930 0.1154 5.1115 0.133 -1.043 0.479 0.084
H 3.4736 -0.6688 6.1953 1.620 -0.364 -0.342 0.105
H 5.6814 -1.5636 3.0505 -1.869 -1.453 0.429 0.130
H 4.8462 -3.3527 3.1057 0.039 2.718 0.810 0.102
H 3.3436 -2.3787 1.3698 0.054 1.332 2.337 0.039
H 3.8695 -0.6382 1.8685 -1.235 -2.153 0.920 0.127
H 1.6185 -3.7262 3.7983 -1.152 2.531 0.321 0.142
H -0.7836 -3.0343 5.2045 1.211 2.509 -1.213 0.136
H -1.5463 -0.2556 5.2682 2.737 -0.414 -1.136 0.146
H 2.1852 0.9951 2.6638 -1.796 -1.673 1.388 0.151
C -3.5463 0.1333 2.2387 -0.962 0.080 -0.344 -1.875
Cl -3.5073 0.7627 0.5723 0.441 -0.485 0.533 0.508
Cl -1.8801 -0.0595 2.8399 -1.918 -0.158 -2.267 0.740
Cl -4.4266 1.2759 3.2847 0.629 -0.757 0.148 0.502
Cl -4.3711 -1.4459 2.2580 0.332 0.498 0.253 0.541
C 1.9734 4.9530 0.6084 0.064 0.443 -0.059 -1.972
Cl 0.5390 3.9667 0.2286 0.337 0.150 -0.222 0.522
Cl 3.3494 3.8828 0.9770 -0.224 0.112 -0.057 0.509
Cl 2.3769 5.9784 -0.7917 -0.269 -0.540 0.369 0.519
Cl 1.6283 5.9842 2.0198 1.400 -0.308 -0.462 0.482
C -2.8266 -2.4613 -1.7487 -0.182 0.058 -0.089 -1.977
Cl -4.3856 -2.4512 -0.8862 0.760 0.056 -0.209 0.460
Cl -2.9235 -3.5728 -3.1379 0.031 0.312 0.367 0.530
Cl -2.4577 -0.8172 -2.3281 -0.044 -0.432 0.050 0.481
Cl -1.5395 -3.0039 -0.6427 -0.191 0.103 -0.155 0.504
C 7.0734 -5.2738 5.3388 -0.008 -0.091 0.325 -1.999
Cl 5.6390 -6.2601 4.9590 0.337 0.240 0.042 0.514
Cl 8.4494 -6.3440 5.7074 -0.390 0.313 -0.151 0.528
Cl 7.4769 -4.2484 3.9386 0.003 -0.194 0.219 0.520
Cl 6.7283 -4.2426 6.7502 0.176 -0.306 -0.393 0.536
C -8.2266 2.7596 4.9388 -0.287 -0.014 -0.017 -1.984
Cl -8.4606 1.5576 3.6446 0.097 -0.277 0.995 0.479
Cl -6.4839 3.0439 5.1773 -0.298 0.001 0.015 0.486
Cl -9.0205 4.2875 4.4809 0.194 -0.388 0.351 0.510
Cl -8.9414 2.1492 6.4524 0.224 0.173 -0.399 0.532
C -2.6205 0.6856 -5.9851 -0.133 -0.031 -0.146 -2.010
Cl -2.6686 1.4791 -7.5797 0.021 -0.206 0.461 0.524
Cl -4.2295 0.0225 -5.6030 0.444 0.308 0.162 0.479
Cl -1.4253 -0.6355 -6.0148 -0.278 0.275 0.005 0.504
Cl -2.1586 1.8765 -4.7430 -0.068 -0.221 -0.216 0.500
C -6.8205 4.0675 0.9694 -0.277 0.103 -0.184 -1.950
Cl -6.8686 4.8609 -0.6252 0.059 -0.177 0.390 0.537
Cl -8.4295 3.4043 1.3516 0.548 0.654 -0.900 0.486
Cl -5.6253 2.7464 0.9397 -0.797 0.903 -0.379 0.459
Cl -6.3586 5.2583 2.2116 -0.285 -0.406 -0.351 0.478
C -5.9205 -1.5825 -9.3556 -0.091 -0.084 -0.140 -1.990
Cl -4.4947 -1.7511 -8.3006 -0.331 0.002 -0.400 0.454
Cl -6.8626 -0.1547 -8.8572 0.265 -0.327 -0.081 0.517
Cl -5.3894 -1.3837 -11.0447 -0.124 -0.052 0.451 0.526
Cl -6.9354 -3.0406 -9.2199 0.159 0.460 -0.035 0.503
C -4.4205 -6.6825 -8.9171 0.040 0.022 -0.072 -2.005
Cl -3.3440 -7.5863 -7.8222 -0.247 0.190 -0.238 0.507
Cl -4.0859 -7.1547 -10.6023 -0.091 0.120 0.438 0.518
Cl -6.1176 -7.0544 -8.5220 0.397 0.107 -0.087 0.510
Cl -4.1345 -4.9348 -8.7221 0.021 -0.597 -0.029 0.468
C -2.0205 6.9032 3.2114 -0.176 0.124 -0.082 -1.981
Cl -3.7782 6.8762 2.9211 0.651 0.090 0.117 0.494
Cl -1.6823 6.3242 4.8622 -0.038 0.081 -0.343 0.516
Cl -1.2074 5.8436 2.0321 -1.508 0.258 0.444 0.450
Cl -1.4142 8.5687 3.0304 -0.108 -0.457 0.044 0.533
C 4.5795 -3.3368 -1.9485 0.014 -0.130 -0.493 -1.984
Cl 3.6870 -1.8473 -2.3479 0.187 -0.318 0.154 0.518
Cl 6.1984 -3.2761 -2.6903 -0.498 -0.023 0.275 0.533
Cl 4.7415 -3.4759 -0.1796 0.203 -0.161 -0.380 0.548
Cl 3.6911 -4.7479 -2.5764 0.266 0.450 0.323 0.501
C 5.7795 8.7007 -0.3736 0.108 0.143 0.095 -1.996
Cl 5.6878 10.4470 -0.7149 0.010 -0.485 0.076 0.527
Cl 7.2704 8.3510 0.5372 -0.466 0.222 -0.182 0.495
Cl 4.3648 8.2091 0.5917 0.441 0.244 -0.124 0.481
Cl 5.7949 7.7956 -1.9082 -0.028 0.167 0.329 0.503
C 10.2795 5.5419 -0.5147 0.049 0.001 -0.057 -2.010
Cl 8.5218 5.5149 -0.8050 0.469 -0.131 0.003 0.473
Cl 10.6177 4.9628 1.1360 -0.087 0.140 -0.375 0.508
Cl 11.0926 4.4823 -1.6941 -0.200 0.266 0.300 0.515
Cl 10.8858 7.2074 -0.6958 -0.183 -0.428 0.057 0.514
C -8.3205 -3.1582 -2.6647 -0.064 -0.092 -0.182 -2.004
Cl -9.2468 -4.6463 -2.9839 0.236 0.399 0.103 0.521
Cl -8.6800 -2.5761 -1.0195 0.109 -0.113 -0.332 0.507
Cl -6.5778 -3.5015 -2.8057 -0.727 -0.017 -0.190 0.469
Cl -8.7774 -1.9086 -3.8498 0.132 -0.305 0.310 0.516
C 4.6532 -7.0318 -5.6068 0.111 -0.023 -0.121 -2.012
Cl 4.5616 -5.2855 -5.9482 0.037 -0.410 0.005 0.492
Cl 6.1441 -7.3815 -4.6960 -0.386 0.108 -0.197 0.511
Cl 3.2385 -7.5234 -4.6416 0.265 0.082 -0.201 0.494
Cl 4.6686 -7.9369 -7.1414 -0.022 0.254 0.447 0.524
```
Positions in Å, forces in eV/Å.